Entry 1:
Entry from the OMol25 dataset: the molecule C7H5FO2 in a non-equilibrium geometry (ωB97M-V/def2-TZVPD).

```
15
Properties=species:S:1:pos:R:3:forces:R:3
C -2.1283 -0.6449 -0.1725 -2.7 0.5 0.7
C -0.6865 -0.3168 -0.1799 0.0 2.5 -0.3
C -0.2972 1.0923 -0.3325 -0.3 -4.7 0.7
C 1.0036 1.3994 -0.2897 0.5 -0.6 0.0
C 1.9962 0.4765 -0.1314 0.6 -0.7 0.7
C 1.5671 -0.8064 0.0441 2.0 -1.8 -1.1
C 0.2717 -1.2807 -0.0317 2.6 15.3 -2.9
H -2.1067 0.3008 1.4951 -3.0 -1.4 -1.4
H -0.9330 1.8785 -0.2539 -2.4 1.8 -0.3
H 1.2569 2.3848 -0.3384 0.7 2.7 -0.2
H 3.0228 0.7939 0.0067 0.0 -0.4 -0.3
H 0.1536 -2.1035 0.1860 -2.7 -15.0 3.3
O -2.8831 -0.1595 0.9213 4.7 1.3 1.0
O -2.7547 -1.1971 -1.0219 0.6 -0.4 -0.4
F 2.5174 -1.8174 0.0987 -0.6 0.9 0.4
```
Forces are in eV/Å.

Properties
- molecular weight (g mol⁻¹) = 140.11
- highest occupied orbital energy (eV) = -9.96
- lowest unoccupied orbital energy (eV) = 0.3622
- multiplicity = 1
- energy relative to the best compared isomer or geometry (same formula, charge and spin) (kJ/mol) = 85.3



Entry 2:
Entry from the OMol25 dataset: a cluster of 7 separate species, C24H66NO22P5 in total in a non-equilibrium geometry (ωB97M-V/def2-TZVPD).

```
118
Properties=species:S:1:pos:R:3:forces:R:3
O 23.9738 17.6323 -8.1244 0.5 0.8 -0.6
H 23.3539 17.3777 -8.8119 -0.7 -0.3 -1.1
H 24.5896 16.9218 -7.9307 0.9 -1.0 0.3
H 23.4749 17.8695 -7.3393 -0.8 0.6 1.8
C 23.2873 20.3611 -0.6936 0.0 0.0 -0.5
C 23.9979 19.2886 -1.5725 0.6 -0.3 0.5
C 24.8449 18.3852 -0.6578 -0.2 -1.0 1.4
C 24.0828 17.3090 0.0908 -1.1 1.0 -0.6
C 23.2693 16.5103 -0.9218 0.6 -0.3 0.6
C 22.2579 17.3183 -1.7780 1.5 0.8 0.5
N 23.0846 18.4407 -2.3999 -0.9 1.1 -1.4
O 22.3376 19.2943 -3.3048 1.0 -1.8 1.3
C 21.1096 17.7620 -0.8744 -1.3 -0.2 -0.8
C 21.7056 16.3533 -2.8766 0.1 0.3 0.5
C 25.1310 19.9556 -2.4308 -1.2 0.6 -0.4
H 24.0039 21.0729 -0.2839 0.3 0.0 0.0
H 22.7456 19.9437 0.1553 0.1 -0.2 -0.1
H 22.5758 20.9413 -1.2811 0.0 -0.2 -0.2
H 25.3250 18.9080 0.1694 0.4 0.8 -0.5
H 25.6062 17.8175 -1.1928 0.2 0.4 -0.4
H 23.3910 17.7580 0.8035 -0.3 0.3 0.1
H 24.7418 16.7439 0.7498 0.2 -0.5 -0.4
H 22.8384 15.7546 -0.2651 -0.7 -0.5 -0.8
H 23.9690 16.0740 -1.6347 0.1 -0.4 0.1
H 20.5968 16.8436 -0.5884 0.0 -0.1 0.5
H 20.3564 18.2614 -1.4837 0.1 0.4 -0.1
H 21.2697 18.3835 0.0066 0.5 -0.2 -0.2
H 22.4862 15.7636 -3.3574 0.3 0.4 -0.1
H 21.0991 16.8403 -3.6402 0.2 0.3 0.1
H 21.0870 15.5977 -2.3924 -0.2 0.0 0.2
H 25.8894 20.3906 -1.7800 0.2 -0.4 0.2
H 24.8172 20.8126 -3.0268 -0.6 -0.1 -0.1
H 25.5523 19.2472 -3.1441 0.1 -0.2 0.3
C 16.3422 18.1380 -14.0586 0.4 1.2 -0.8
O 17.5727 17.7791 -13.4542 1.2 -0.6 2.1
P 18.6767 18.8909 -13.0115 0.1 -0.3 0.6
O 19.9368 18.3653 -12.3601 -2.9 0.9 -1.3
O 17.8077 20.0013 -12.1655 0.7 -1.2 -0.9
C 17.6762 19.9786 -10.7225 0.4 0.3 0.1
O 18.8198 19.6298 -14.4345 0.7 0.0 0.7
C 19.3039 18.8918 -15.5837 0.3 -0.2 0.0
H 15.4247 17.6946 -13.6716 0.6 -0.7 0.3
H 16.5194 17.8830 -15.1034 -0.7 0.2 -0.1
H 16.2039 19.2115 -13.9298 -0.1 0.1 -0.4
H 17.7363 18.9936 -10.2596 0.4 -0.1 -0.4
H 16.7131 20.3810 -10.4085 -0.1 0.1 -0.6
H 18.4371 20.6531 -10.3297 0.1 -0.3 0.1
H 19.4804 17.8283 -15.4227 -0.7 -0.1 0.4
H 20.3066 19.1873 -15.8923 -0.2 0.8 0.2
H 18.5829 19.0570 -16.3844 0.2 -0.1 0.1
C 28.0460 28.5628 -9.0289 1.3 -0.6 2.4
O 27.2344 28.7266 -10.1434 -0.8 -0.3 -1.0
P 25.7364 28.1690 -10.1362 0.6 -2.2 0.4
O 24.9961 28.1750 -11.4055 0.5 0.5 0.8
O 25.1539 29.0032 -8.9096 -1.0 0.6 0.2
C 24.5816 30.3158 -9.2226 -0.1 0.3 -0.9
O 25.9692 26.5994 -9.5758 2.5 5.8 1.0
C 25.0254 25.6654 -9.6811 -2.1 -2.6 -1.6
H 28.5219 27.5844 -8.9639 0.2 -0.1 -0.8
H 27.5889 28.5926 -8.0398 -1.1 0.2 -0.2
H 28.8037 29.3329 -8.8836 0.0 0.1 -1.0
H 23.5094 30.2740 -9.4138 0.1 -0.6 -0.2
H 25.0732 30.7328 -10.1016 -0.1 -0.2 -0.2
H 24.6722 31.1172 -8.4894 0.6 -0.9 0.8
H 24.0008 26.0372 -9.6763 -0.1 0.1 0.1
H 25.1221 24.8667 -8.9457 0.2 0.3 0.3
H 25.2350 25.2223 -10.6547 -0.8 -0.6 -0.2
C 31.9584 16.5146 -12.1829 0.2 -0.8 0.6
O 31.2722 17.7196 -12.5035 -1.9 0.3 0.4
P 29.6006 17.8499 -12.4760 0.5 -0.9 0.0
O 28.8327 16.6274 -12.0092 1.9 3.1 -0.9
O 29.3978 19.2090 -11.5964 -1.0 -2.7 -0.8
C 29.9895 20.4157 -11.9317 1.8 1.7 -0.1
O 29.3050 18.3241 -14.0413 0.3 0.0 3.3
C 30.1380 17.8282 -15.0244 0.5 -1.1 -3.2
H 32.3052 16.4249 -11.1534 -0.7 0.6 0.5
H 32.9327 16.4556 -12.6679 -0.4 0.2 -0.9
H 31.3155 15.6515 -12.3559 0.2 0.0 -0.3
H 29.4451 21.0565 -12.6253 -0.3 -0.5 -0.1
H 31.0091 20.2741 -12.2901 0.0 -0.2 -0.5
H 30.1777 21.0163 -11.0418 -0.5 -0.2 0.4
H 31.1238 17.4296 -14.7851 -0.1 0.5 0.6
H 30.2382 18.5152 -15.8647 0.3 0.9 0.6
H 29.6693 17.0444 -15.6195 -0.5 -0.7 0.6
C 23.4472 9.0609 -7.1647 -0.3 -0.9 0.7
O 23.8574 8.4968 -8.3881 0.3 -0.3 -2.5
P 22.8405 8.0297 -9.5519 -0.8 -1.4 1.1
O 21.5272 7.5301 -9.0238 1.9 0.9 -0.9
O 22.7688 9.2785 -10.5320 0.0 -0.1 -0.4
C 22.2309 10.5405 -10.1097 -0.2 0.1 -0.2
O 23.7306 6.9416 -10.3857 -0.4 1.9 1.7
C 23.1824 6.1846 -11.4380 -0.3 -0.6 -1.0
H 22.3874 9.3094 -7.2209 0.0 -0.1 0.5
H 24.0394 9.9258 -6.8660 0.1 0.1 -0.5
H 23.6838 8.2498 -6.4760 -0.6 0.4 0.7
H 22.7839 11.3472 -10.5908 0.6 -0.2 0.3
H 22.2437 10.6045 -9.0217 0.0 0.3 -0.2
H 21.2241 10.7207 -10.4866 -0.2 -0.7 0.2
H 22.8840 5.1795 -11.1400 -0.3 0.2 0.5
H 23.9571 5.9890 -12.1794 0.2 0.5 0.0
H 22.3545 6.6928 -11.9324 0.0 0.0 0.1
C 31.3772 16.5184 -5.3542 1.6 -0.3 -0.4
O 30.9551 15.5587 -4.4028 -2.2 -2.0 0.3
P 29.9084 14.3755 -4.8568 1.6 0.5 0.0
O 28.6711 14.9078 -5.4489 0.6 -1.0 0.4
O 30.9025 13.4789 -5.8662 -1.6 1.4 1.5
C 30.3511 12.2819 -6.3886 0.6 -1.4 -0.4
O 29.7546 13.4469 -3.5178 0.0 1.7 -2.9
C 30.9492 13.0661 -2.8734 0.1 -0.9 2.4
H 30.8313 16.5834 -6.2954 -0.5 -0.2 0.3
H 32.3717 16.1275 -5.5694 0.3 0.7 -0.6
H 31.4767 17.4990 -4.8888 -0.3 -0.2 0.1
H 29.9869 12.3651 -7.4126 -0.3 0.5 0.2
H 29.6271 11.7727 -5.7526 -0.4 0.5 0.1
H 31.1610 11.5545 -6.4452 0.3 0.1 0.0
H 30.8072 13.4584 -1.8664 0.6 0.3 0.1
H 31.9366 13.3294 -3.2526 -0.5 0.4 -0.6
H 30.9306 11.9919 -2.6893 0.0 -0.2 -0.5
```
Forces are in eV/Å.

Properties
- molecular weight (g mol⁻¹) = 875.65
- highest occupied orbital energy (eV) = -4.28
- lowest unoccupied orbital energy (eV) = -1.5792
- multiplicity = 1



Entry 3:
Entry from the OMol25 dataset: a structure of composition C35H44PtSSb in a non-equilibrium geometry (ωB97M-V/def2-TZVPD).

```
82
Properties=species:S:1:pos:R:3:forces:R:3
Pt -0.0648 -0.1687 -0.0013 0.5 0.1 -0.3
C -0.3200 0.3114 -2.0853 -0.7 0.1 -1.0
C -1.5537 -0.2051 -1.5603 0.1 0.1 1.1
C -1.4103 -1.7333 -1.4932 -1.1 0.1 -0.3
C -0.1563 -1.9934 -1.8722 0.9 0.0 -0.8
C 0.5618 -0.7451 -2.2332 0.3 -0.3 1.1
C 1.9457 -0.6837 -2.8046 0.1 -0.1 0.1
C 1.9244 -1.4898 -4.1139 0.0 0.0 0.0
C 2.3616 0.7572 -3.0905 0.0 0.0 0.0
C 2.9358 -1.3218 -1.8206 0.0 0.0 0.0
C -2.3600 -2.8499 -1.0520 -0.1 0.3 0.1
C -2.6456 -2.7763 0.4569 0.0 0.0 0.0
C -3.6672 -2.8189 -1.8548 0.0 0.0 0.0
C -1.7138 -4.2165 -1.3065 0.0 0.0 0.0
C -2.7622 0.7182 -1.4641 0.0 -0.1 0.0
C -3.6819 0.4096 -0.2815 0.0 0.0 0.0
C -2.3033 2.1772 -1.3028 0.0 0.0 0.0
C -3.5294 0.6113 -2.7948 0.0 0.0 0.0
H -0.1691 1.3159 -2.4350 0.1 0.1 0.1
H 0.2904 -2.9720 -1.9127 0.1 0.0 0.1
H 1.1813 -1.0962 -4.8104 0.0 0.0 0.0
H 1.7000 -2.5425 -3.9354 0.0 0.0 0.0
H 2.9037 -1.4266 -4.5906 0.0 0.0 0.0
H 1.7291 1.2132 -3.8549 0.0 0.0 0.0
H 3.3890 0.7769 -3.4560 0.0 0.0 0.0
H 2.3117 1.3704 -2.1878 0.0 0.0 0.0
H 2.7137 -2.3779 -1.6559 0.0 0.0 0.0
H 2.9058 -0.8122 -0.8552 0.0 0.0 0.0
H 3.9493 -1.2473 -2.2190 0.0 0.0 0.0
H -3.2081 -1.8911 0.7426 0.0 0.0 0.0
H -1.7086 -2.7730 1.0173 0.0 -0.1 0.0
H -3.2195 -3.6548 0.7592 0.0 0.0 0.0
H -4.2780 -1.9439 -1.6466 0.0 -0.1 0.0
H -4.2618 -3.6995 -1.6045 0.0 0.0 0.0
H -3.4648 -2.8464 -2.9282 0.0 0.0 0.0
H -0.8213 -4.3668 -0.6961 0.0 0.0 0.0
H -1.4517 -4.3548 -2.3573 0.0 0.0 0.0
H -2.4293 -4.9938 -1.0377 0.0 0.0 0.0
H -3.1296 0.4555 0.6608 0.0 0.0 0.0
H -4.1618 -0.5624 -0.3517 0.0 0.1 0.0
H -4.4735 1.1601 -0.2487 0.0 0.0 0.0
H -1.5555 2.2795 -0.5148 0.0 0.0 0.0
H -3.1657 2.7881 -1.0336 0.0 0.0 -0.1
H -1.8938 2.5867 -2.2277 0.0 0.0 0.0
H -3.9273 -0.3864 -2.9687 0.0 0.0 0.0
H -2.8788 0.8642 -3.6352 0.0 0.0 0.0
H -4.3641 1.3146 -2.7886 0.0 0.0 0.0
S -0.2039 -0.4201 2.2249 -0.1 -0.3 0.0
Sb 0.9899 1.2611 3.2833 -0.3 0.1 0.1
C 0.1953 3.1447 2.9111 -0.1 0.2 -0.1
C 0.9401 4.3208 2.8630 -0.1 0.0 0.0
C 0.2806 5.5369 2.7348 0.0 -0.1 0.0
C -1.1049 5.5761 2.6607 0.0 0.0 0.0
C -1.8421 4.4007 2.6995 0.0 0.0 0.0
C -1.1953 3.1804 2.8226 0.0 0.1 -0.1
C 3.0405 1.0114 3.1326 0.3 -0.1 -0.2
C 3.4714 -0.3036 3.3137 0.1 0.1 0.0
C 4.8299 -0.5818 3.3232 0.0 0.0 0.0
C 5.7497 0.4441 3.1513 0.0 0.0 0.0
C 5.3172 1.7487 2.9580 0.0 0.0 0.0
C 3.9589 2.0407 2.9452 0.1 -0.1 0.0
C 0.5740 0.8207 5.2817 0.1 -0.1 0.2
C -0.7546 0.6645 5.6729 0.1 0.0 0.1
C -1.0428 0.2958 6.9781 0.0 0.0 0.0
C -0.0111 0.0751 7.8834 0.0 0.0 0.0
C 1.3104 0.2327 7.4930 0.0 0.0 -0.1
C 1.6089 0.6063 6.1882 -0.1 0.1 0.0
H 2.0193 4.3156 2.9258 0.0 0.0 0.0
H 0.8536 6.4538 2.6949 0.0 0.0 0.0
H -1.6126 6.5272 2.5712 0.0 0.0 0.0
H -2.9217 4.4316 2.6323 0.0 0.0 0.0
H -1.7736 2.2628 2.8303 0.0 0.0 0.0
H 2.7562 -1.1085 3.4432 0.0 0.0 0.0
H 5.1680 -1.5997 3.4659 0.0 0.0 0.0
H 6.8092 0.2250 3.1648 0.0 0.0 0.0
H 6.0359 2.5449 2.8162 0.0 0.0 0.0
H 3.6446 3.0614 2.7787 0.0 0.0 0.0
H -1.5646 0.8173 4.9691 0.0 0.0 0.0
H -2.0725 0.1733 7.2876 0.0 0.0 0.0
H -0.2403 -0.2256 8.8973 0.0 0.0 0.0
H 2.1112 0.0614 8.2005 0.0 0.0 0.0
H 2.6429 0.7301 5.8899 0.0 0.0 0.0
```
Forces are in eV/Å.

Properties
- molecular weight (g mol⁻¹) = 813.64
- highest occupied orbital energy (spin up / spin down) (eV) = -10.29 / -10.29
- charge = +1
- lowest unoccupied orbital energy (spin up / spin down) (eV) = -3.6364 / -3.6356
- multiplicity = 1
- energy relative to the best compared isomer or geometry (same formula, charge and spin) (kJ/mol) = 47.8



Entry 4:
Entry from the OMol25 dataset: a structure of composition C2H2FNS in a non-equilibrium geometry (ωB97M-V/def2-TZVPD).

```
7
Properties=species:S:1:pos:R:3:forces:R:3
C 0.2269 -1.6506 -0.1762 0.8 -0.3 0.6
C 0.9568 -1.0086 0.8320 2.4 -3.1 1.3
N -0.2480 -2.1751 -1.0782 -0.6 -0.4 -0.9
F 2.8610 1.1284 0.6485 -0.4 -1.2 -0.7
S 2.7556 -0.0939 -0.4446 0.8 1.3 0.1
H 1.6916 -1.6140 1.5551 -2.0 1.3 -1.8
H 0.4607 -0.2226 1.2405 -1.0 2.4 1.4
```
Forces are in eV/Å.

Properties
- molecular weight (g mol⁻¹) = 91.11
- highest occupied orbital energy (spin up / spin down) (eV) = -7.98 / -10.36
- lowest unoccupied orbital energy (spin up / spin down) (eV) = -0.6173 / -3.2015
- ⟨S²⟩ = 2.024
- multiplicity = 3
- energy relative to the best compared isomer or geometry (same formula, charge and spin) (kJ/mol) = 10.3